22
Properties=species:S:1:pos:R:3:forces:R:3 method="wB97M-V/def2-TZVPD" e_lumo_ev=0.605 energy_ev=-11996.8599 smiles=CCN.O.O.O.O
C 1.2984 2.0989 1.6721 0.9 -2.3 -1.2
C 1.3874 0.8679 0.7311 1.9 1.4 -0.2
N 0.1401 0.1315 0.7926 1.0 -1.0 -0.5
H 0.3167 2.2959 1.4645 -2.7 1.4 0.4
H 1.8878 2.9316 1.3978 0.9 0.7 -0.2
H 1.4758 1.7486 2.6598 0.0 0.2 1.0
H 2.3048 0.3287 0.9523 -0.1 -0.8 0.5
H 1.6483 1.2122 -0.2634 -0.7 0.2 -0.5
H 0.0996 -0.1767 1.7799 -0.4 -0.6 -1.1
H 0.2087 -0.6513 0.0887 -0.2 0.6 1.8
O -2.3084 1.0538 0.3748 -1.5 1.5 0.4
H -2.5074 1.9466 0.7876 1.0 -1.9 -0.7
H -1.3707 0.7406 0.4399 0.2 0.8 0.8
O -0.4000 -2.7259 -2.1713 0.3 -2.0 -0.1
H -0.6100 -1.8726 -2.4544 -0.5 2.7 -0.2
H -0.7059 -3.2019 -2.9552 0.2 -0.6 0.4
O 1.0862 -2.9622 0.4128 1.6 -0.1 1.0
H 0.6930 -2.9001 -0.4445 -0.4 -0.2 -1.2
H 2.0429 -3.1524 0.2680 -1.2 0.2 0.1
O -2.2352 0.7051 -2.2840 0.2 -0.4 -0.7
H -1.7081 1.2222 -1.6902 1.0 1.0 0.0
H -2.7439 0.3595 -1.5587 -1.1 -0.7 0.3